The following is a quantum chemistry calculation of 15 unconnected molecules or ions with the total composition C36H111N9O15 at a distorted geometry, from the Open Molecules 2025 dataset.

Computed properties:
Multiplicity   1
Energy above the lowest of the compared OMol25 structures with the same formula, charge and spin   248.8 kJ/mol

Element x y z (Å)
O1 -5.39 5.16 -2.87
C1 0.28 0.25 -1.53
H1 -1.71 3.92 -4.22
H2 6.26 -4.71 1.60
H3 -1.64 -5.18 2.25
H4 3.19 1.30 -5.46
C2 -3.97 5.08 -3.10
N1 0.14 -4.03 -3.06
H5 -1.11 -5.65 -2.57
O2 4.70 -7.67 1.38
H6 1.20 -6.30 -4.55
H7 -5.38 6.82 -1.65
H8 1.86 -1.81 -4.59
O3 -1.16 6.46 2.23
H9 2.59 2.09 5.37
H10 -0.22 -2.86 3.86
H11 4.13 -5.16 4.79
C3 0.99 -6.24 0.49
H12 -1.06 7.06 4.33
H13 -0.32 -5.55 -4.99
H14 -0.31 0.62 0.49
C4 -0.39 5.65 1.25
H15 0.44 6.80 3.48
H16 -5.77 2.27 -0.85
H17 -3.38 -4.94 2.17
H18 2.70 2.55 -3.19
C5 0.16 -6.18 -4.25
H19 -3.45 5.39 -2.19
H20 3.96 4.05 0.34
H21 -0.01 2.80 -5.41
C6 -0.58 6.42 3.58
H22 1.90 3.00 -1.80
H23 -5.18 3.45 -4.82
H24 -1.58 3.29 -2.60
H25 -0.58 4.59 1.42
O4 -2.18 -3.94 3.70
C7 4.54 -5.53 2.82
H26 3.45 -5.54 2.69
H27 0.94 -0.49 6.11
H28 -6.86 6.57 -2.64
H29 -0.24 -1.78 -1.12
C8 -0.08 -0.85 4.27
H30 3.98 4.89 -3.52
C9 -2.43 -4.44 2.35
H31 -0.41 5.84 -2.28
C10 5.04 -6.96 2.61
C11 -4.10 2.94 0.38
O5 -2.24 -0.21 -5.82
O6 1.45 -1.38 -0.05
H32 -3.66 5.63 -3.99
C12 -2.06 -3.43 1.27
H33 2.30 -3.18 -0.54
H34 -0.03 4.39 -1.29
C13 0.78 -6.20 -1.80
H35 -1.09 2.60 -6.45
H36 5.72 -5.43 4.58
H37 3.13 0.86 0.41
O7 2.54 -3.49 -4.47
H38 1.52 3.29 5.81
C14 5.19 -4.59 1.78
H39 4.27 2.88 -1.81
C15 -4.35 4.47 0.61
H40 2.44 4.65 -0.19
H41 -0.22 -3.54 -2.25
H42 2.78 2.73 2.23
C16 -2.20 3.28 -3.50
C17 3.54 3.69 -1.76
H43 1.19 0.84 -1.45
C18 -0.05 -5.52 -2.83
N2 4.90 -5.04 4.14
C19 1.97 2.62 1.51
C20 -2.99 -2.20 1.01
H44 -3.40 2.59 -0.38
H45 0.03 8.00 -0.50
H46 -2.12 -1.68 4.45
C21 0.69 -1.22 -1.22
H47 -2.77 0.10 -6.56
O8 2.39 2.67 0.21
N3 -4.23 3.19 -4.63
H48 -1.26 0.26 -2.91
H49 0.55 -5.92 1.44
H50 -0.42 -3.73 -3.84
H51 6.03 -9.39 0.77
C22 0.90 0.02 5.15
H52 4.94 -3.54 1.89
H53 -1.60 1.36 3.29
H54 -1.12 -2.92 1.51
H55 1.33 3.47 1.75
O9 0.53 1.42 5.28
C23 -0.66 0.83 -0.51
H56 -6.11 2.51 0.63
O10 -0.31 2.19 -6.08
C24 -0.05 5.48 -1.32
H57 1.72 2.02 6.92
H58 0.73 -0.88 -4.20
H59 -2.08 2.26 -3.86
H60 -5.32 7.14 -3.35
H61 1.47 1.68 1.75
H62 1.99 -5.80 0.47
C25 3.11 3.79 -0.28
H63 -0.56 5.43 4.02
H64 4.80 -9.63 2.09
H65 -2.98 -1.52 1.87
H66 3.16 -4.21 -4.36
H67 -0.76 1.92 -0.53
H68 -0.18 -7.22 -4.27
H69 -1.86 0.00 4.71
C26 -1.83 2.42 3.40
N4 -0.25 0.16 -2.89
H70 1.93 -0.01 4.81
H71 -3.01 -5.54 4.74
H72 4.84 -7.67 3.42
H73 3.03 -0.56 -0.10
H74 4.37 -9.37 0.43
C27 1.62 2.21 5.85
H75 1.82 -5.95 -2.02
O11 3.61 0.03 0.38
H76 3.60 5.80 -2.05
H77 -1.64 0.40 -0.75
H78 1.19 -2.14 3.60
H79 -4.02 3.00 -2.48
C28 -3.72 3.63 -3.32
H80 -3.46 5.03 0.90
H81 6.13 -6.86 2.63
C29 -3.55 2.27 1.61
N5 0.44 -2.22 4.27
O12 2.69 1.17 -4.65
C30 -2.10 -4.94 4.72
O13 1.34 -1.07 -4.91
H82 -1.26 -5.60 4.50
H83 -3.68 3.59 -5.38
N6 -1.82 -4.09 0.01
N7 -5.36 2.14 0.06
H84 -4.83 4.87 -0.28
H85 -1.77 0.57 -5.52
H86 0.15 0.94 -3.39
H87 -2.53 -4.81 -0.09
C31 1.83 -2.67 0.30
H88 -1.87 -4.57 5.72
H89 4.70 -4.79 0.82
H90 -3.43 1.20 1.43
C32 4.12 4.93 -2.44
C33 5.08 -9.07 1.19
N8 -0.87 7.55 -0.37
H91 0.93 -3.23 0.56
C34 -5.77 6.48 -2.61
C35 -0.91 6.09 -0.20
O14 -2.27 2.82 2.09
H92 2.28 0.32 -4.76
H93 -5.01 4.48 1.48
C36 -1.43 -0.98 4.93
H94 0.98 5.82 -1.38
H95 -1.28 7.79 0.52
H96 2.61 -2.69 1.05
H97 -0.21 -0.40 3.28
H98 0.69 5.78 1.39
H99 1.11 -1.72 -2.10
H100 1.71 -3.83 -4.14
H101 -2.57 2.50 4.19
H102 5.19 5.03 -2.23
H103 0.68 -7.28 -1.76
H104 -1.46 -1.30 5.97
H105 -0.96 2.97 3.75
H106 -0.98 -4.64 0.11
N9 2.45 3.31 -2.58
H107 -1.94 5.77 -0.35
H108 -2.67 -1.66 0.12
H109 1.05 -7.32 0.58
O15 0.24 -5.82 -0.58
H110 -4.05 -2.42 0.87
H111 -4.30 2.34 2.40



The following is a quantum chemistry calculation of 10 unconnected molecules or ions with the total composition C22H32Cl8N6O6 at a distorted geometry, from the Open Molecules 2025 dataset.

Computed properties:
SMILES   C[N+](=O)[O-].C[N+](=O)[O-].C[N+](=O)[O-].c1ccncc1.c1ccncc1.c1ccncc1.ClCCl.ClCCl.ClCCl.ClCCl
Multiplicity   1
Energy above the lowest of the compared OMol25 structures with the same formula, charge and spin   0.0 kJ/mol

Element x y z (Å)
N1 0.06 0.27 3.80
H1 -2.42 -3.05 2.35
N2 -0.30 4.90 2.61
H2 0.11 3.03 -7.05
C1 0.93 -0.10 4.73
H3 -2.73 0.08 5.63
C2 1.76 1.82 -6.49
H4 -0.21 0.68 -3.45
H5 1.33 -0.81 6.77
H6 -1.21 2.34 -5.05
O1 -5.32 -1.98 1.87
C3 -1.69 -0.13 5.41
H7 1.25 -3.09 4.56
H8 1.98 -0.05 4.44
C4 -3.75 -1.70 0.21
H9 -1.07 -0.86 7.32
H10 0.64 -0.70 1.26
N3 1.57 0.54 -4.49
C5 -1.35 -3.20 2.40
C6 -1.23 0.12 4.13
Cl1 -2.90 -1.49 -3.30
Cl2 0.89 1.59 0.64
N4 -0.71 -3.37 1.24
H11 -0.88 0.09 0.98
H12 1.11 -3.56 0.30
Cl3 3.10 3.84 -1.09
H13 -2.68 -1.53 0.32
H14 2.47 -3.38 2.38
C7 0.33 1.03 -4.32
C8 0.61 -0.48 6.03
C9 2.28 0.94 -5.54
C10 3.04 2.38 -2.10
H15 4.38 -1.20 -3.37
O2 0.43 5.86 2.52
C11 -0.67 -3.12 3.61
C12 0.47 2.30 -6.34
H16 2.36 2.06 -7.36
C13 -0.24 1.89 -5.22
Cl4 -2.35 2.36 0.57
C14 0.62 -3.45 1.26
H17 -4.15 -1.06 -0.57
H18 -3.22 3.91 -0.95
Cl5 -1.33 -1.73 -5.75
C15 -0.73 -0.47 6.37
O3 -1.46 4.90 2.24
C16 1.39 -3.36 2.42
O4 4.37 -3.58 -3.02
Cl6 4.69 1.90 -2.56
O5 2.32 -3.31 -2.39
H19 -3.92 -2.75 -0.01
C17 0.71 -3.17 3.62
H20 2.65 1.57 -1.49
H21 1.17 3.41 2.72
Cl7 0.16 -0.66 -1.05
N5 3.43 -2.89 -2.68
H22 -1.62 3.34 -1.43
H23 -0.46 2.86 3.10
C18 -2.57 3.05 -1.01
H24 3.27 0.52 -5.65
O6 -3.84 -0.45 2.17
H25 -0.57 -2.04 -3.54
H26 -1.97 0.46 3.40
C19 0.12 -0.02 0.60
C20 0.24 3.68 3.22
H27 0.56 3.89 4.24
H28 2.43 2.55 -2.98
C21 -1.50 -2.23 -4.07
H29 4.04 -1.21 -1.60
Cl8 -3.31 1.92 -2.19
C22 3.66 -1.43 -2.60
H30 -1.71 -3.29 -4.06
H31 -1.22 -2.96 4.53
N6 -4.37 -1.31 1.50
H32 2.74 -0.88 -2.72



The following is a quantum chemistry calculation of a molecular structure, C11H8AuFN4O5S2, from the Open Molecules 2025 dataset.

Computed properties:
Multiplicity   1
Energy above the lowest of the compared OMol25 structures with the same formula, charge and spin   0.0 kJ/mol

Element x y z (Å)
H1 1.31 -2.01 -1.95
O1 0.04 0.45 -2.22
C1 -0.65 -4.21 1.77
O2 2.19 -3.09 -0.13
Au1 -0.01 2.05 -0.16
F1 -2.94 -3.74 1.30
O3 0.04 -0.09 -0.07
H2 -2.50 0.02 0.49
C2 -1.67 -3.60 0.93
S1 2.21 2.08 -0.09
H3 -2.10 -2.47 -0.79
O4 -2.16 2.03 -0.04
C3 -2.85 0.76 -0.23
N1 -0.03 -2.76 -0.57
C4 1.90 6.11 0.42
N2 5.11 4.29 0.31
H4 -0.36 -2.10 -2.54
O5 -0.85 -4.86 2.77
S2 -0.07 4.30 0.06
H5 -2.61 0.43 -1.24
C5 1.02 -3.26 0.17
C6 -1.34 -2.92 -0.16
C7 3.98 4.09 0.23
C8 1.62 4.71 0.22
H6 1.39 -4.36 1.83
C9 2.58 3.79 0.14
C10 0.27 -1.86 -1.68
N3 2.09 7.23 0.59
H7 -3.92 0.93 -0.14
N4 0.64 -3.98 1.29
C11 0.10 -0.40 -1.33
H8 -2.43 2.42 0.79



The following is a quantum chemistry calculation of a single C20H27N3O4S molecule at a distorted geometry, from the Open Molecules 2025 dataset.

Computed properties:
SMILES   Cc1cccc(CCNC(=O)C2CCN(S(=O)(=O)c3c(C)noc3C)CC2)c1
Multiplicity   1
Energy above the lowest of the compared OMol25 structures with the same formula, charge and spin   165.3 kJ/mol

Element x y z (Å)
H1 3.57 2.38 0.56
H2 2.30 -2.07 -2.47
H3 1.24 -3.40 -1.89
C1 2.60 2.43 0.06
C2 2.89 -1.23 1.39
N1 -0.84 0.45 1.86
H4 3.08 0.00 3.12
S1 3.64 0.20 -0.95
H5 -2.71 0.54 2.67
H6 -0.68 1.05 -1.47
O1 2.07 -2.23 1.73
O2 3.78 -0.34 -2.27
C3 -3.77 0.02 -1.29
C4 -1.02 1.62 1.20
C5 -3.54 -0.26 0.06
O3 -2.00 2.31 1.35
C6 -1.96 -1.96 -0.52
H7 -4.08 0.31 0.80
H8 2.46 3.44 -0.34
C7 -2.37 -1.47 1.91
C8 1.89 -2.04 -0.41
O4 4.81 0.59 -0.22
N2 1.46 -2.73 0.61
H9 1.68 1.14 1.52
H10 -1.55 -0.42 3.62
C9 1.42 1.40 -1.79
C10 3.71 -0.57 2.43
H11 4.43 0.09 1.95
H12 -0.06 -0.14 1.62
C11 0.13 2.01 0.28
H13 -1.25 -2.72 -0.23
H14 -4.70 1.30 -2.74
C12 -4.73 1.11 -1.67
H15 1.59 0.64 -2.56
H16 -3.27 -1.83 2.41
H17 -0.11 3.00 -0.12
C13 0.24 1.03 -0.89
C14 1.48 -2.34 -1.80
C15 2.80 -1.03 0.03
H18 1.23 2.35 -2.28
H19 -5.74 0.82 -1.39
H20 -4.48 2.02 -1.14
H21 4.23 -1.33 3.01
H22 0.60 -1.76 -2.07
N3 2.65 1.52 -1.05
H23 -1.69 -2.29 -2.62
C16 -1.90 -0.19 2.61
C17 1.47 2.10 1.03
C18 -2.64 -1.23 0.45
H24 -1.60 -2.24 2.01
C19 -3.09 -0.72 -2.24
H25 -3.26 -0.52 -3.29
C20 -2.20 -1.71 -1.86
H26 1.41 2.86 1.80
H27 0.37 0.01 -0.51



The following is a quantum chemistry calculation of a molecular structure, C23H27GeN3OS5Ti at a distorted geometry, from the Open Molecules 2025 dataset.

Computed properties:
Multiplicity   1
Energy above the lowest of the compared OMol25 structures with the same formula, charge and spin   101.6 kJ/mol

Element x y z (Å)
H1 3.46 -5.08 -0.42
C1 3.94 0.12 -2.64
H2 0.79 -1.32 3.40
C2 1.64 -0.68 -3.96
H3 0.01 1.84 2.18
H4 -1.08 -4.23 -2.19
C3 1.56 3.10 2.83
C4 2.82 -0.27 -1.93
C5 -4.26 5.08 1.08
H5 -3.27 -1.84 2.01
C6 0.71 -3.32 -1.42
C7 2.76 -0.29 -4.69
N1 1.02 1.86 2.29
C8 -1.39 -1.18 2.98
S1 -3.42 2.22 -1.39
Ti1 -0.71 -0.69 0.76
S2 -2.54 1.76 2.40
C9 1.99 -3.59 -0.92
H6 2.73 -0.30 -5.77
S3 -2.79 -0.58 -0.56
H7 -4.44 5.77 1.91
H8 3.58 0.63 0.84
H9 2.63 -2.77 -0.60
H10 4.85 0.42 -2.12
C10 1.73 0.99 1.56
H11 0.74 -0.99 -4.49
C11 -2.89 3.26 1.79
H12 -1.71 -3.55 0.67
H13 -4.91 3.13 1.76
C12 1.65 -0.68 -2.57
N2 3.07 1.20 1.48
S4 -0.67 1.35 -0.65
C13 0.40 -5.72 -1.70
C14 2.47 -4.89 -0.81
H14 -2.69 6.45 0.43
H15 4.79 0.40 -4.60
C15 -2.20 -1.91 2.09
C16 1.67 -5.96 -1.21
H16 -2.95 5.05 -0.65
H17 -0.23 -6.55 -2.01
C17 3.92 0.11 -4.03
C18 -2.95 5.40 0.38
Ge1 0.08 -1.43 -1.62
H18 2.83 -0.28 -0.85
C19 -0.05 -2.65 1.84
C20 -0.06 -1.64 2.83
H19 1.88 3.79 2.04
H20 0.79 -3.24 1.53
H21 -1.73 -0.48 3.72
O1 1.24 -0.04 1.01
H22 0.78 3.58 3.41
H23 3.45 2.10 1.71
C21 -2.36 1.05 -0.93
C22 -1.38 -2.81 1.38
H24 -0.92 -1.57 -2.78
H25 2.04 -6.98 -1.14
S5 -1.70 4.42 1.28
H26 2.40 2.89 3.50
C23 -0.07 -4.41 -1.80
N3 -4.12 3.72 1.57
H27 -5.10 5.15 0.39



The following is a quantum chemistry calculation of a single C5H5NO molecule at a distorted geometry, from the Open Molecules 2025 dataset.

Computed properties:
SMILES   c1cc2c(o1)NC2
Multiplicity   1
Energy above the lowest of the compared OMol25 structures with the same formula, charge and spin   486.0 kJ/mol

Element x y z (Å)
H1 -1.91 -0.28 -1.14
O1 1.39 1.04 0.05
C1 -0.28 -0.75 0.32
H2 1.26 -2.31 -0.28
H3 3.02 -0.07 -0.22
H4 -1.34 2.18 0.23
C2 1.91 -0.24 -0.14
C3 0.96 -1.25 0.01
C4 -1.64 -0.07 -0.06
H5 -2.47 -0.33 0.76
N1 -1.05 1.26 0.00
C5 0.15 0.81 0.46



The following is a quantum chemistry calculation of a molecular structure, C24H35N2Sn at a distorted geometry, from the Open Molecules 2025 dataset.

Computed properties:
Multiplicity   1
Total charge   +1

Element x y z (Å)
H1 -1.73 0.03 -2.52
H2 1.38 2.84 -4.76
H3 -2.89 -0.61 -0.42
H4 0.85 -0.52 6.74
H5 -1.12 1.79 5.52
C1 -2.46 0.11 0.29
H6 -3.47 0.39 -2.33
H7 2.68 2.78 -0.61
H8 -2.95 3.53 -2.71
C2 1.30 -1.08 -3.08
C3 -2.18 1.91 -1.50
H9 3.04 -3.00 1.78
N1 -0.14 0.02 2.49
H10 -0.97 2.56 -4.02
H11 -0.17 2.67 -0.18
H12 -2.66 3.96 -1.01
C4 1.59 -2.06 0.54
C5 2.11 -1.44 -0.64
H13 1.60 -2.45 2.65
H14 2.00 -0.17 5.42
C6 -2.49 0.83 -2.53
C7 -2.17 1.44 -0.10
C8 0.28 -2.59 0.22
H15 -2.06 -2.72 -1.42
H16 3.24 2.89 -3.09
C9 1.16 -1.61 -1.71
H17 -2.51 1.25 -3.54
C10 -0.11 0.03 3.67
C11 -0.44 2.50 -1.92
C12 0.57 2.63 -1.07
H18 -1.01 -3.96 -2.12
H19 -0.61 -2.94 2.15
C13 2.29 -2.20 1.84
H20 -1.63 -3.41 0.77
Sn1 -0.12 -0.09 0.21
C14 -0.17 2.60 -3.29
H21 0.33 -0.98 -3.59
H22 -2.66 -0.11 1.35
C15 -3.01 3.17 -1.68
H23 1.93 -1.74 -3.70
H24 1.08 -1.69 5.41
C16 0.05 -2.36 -1.19
H25 3.55 -0.05 0.15
C17 1.04 -0.62 5.67
C18 3.40 -0.71 -0.72
H26 -4.06 2.95 -1.44
H27 -2.04 2.21 0.67
H28 4.24 -1.42 -0.73
H29 -0.23 -4.41 1.22
H30 -1.20 -2.40 -2.94
H31 3.47 -0.09 -1.62
C19 -0.59 -3.37 1.13
C20 2.20 2.80 -2.76
C21 1.16 2.75 -3.70
H32 -0.86 0.57 6.80
H33 2.82 -1.28 2.11
C22 1.92 2.75 -1.39
H34 -2.09 0.30 5.53
C23 -1.12 -2.87 -1.95
N2 -0.06 0.04 4.96
C24 -1.10 0.72 5.75
H35 1.78 -0.08 -3.08



The following is a quantum chemistry calculation of 3 unconnected molecules or ions with the total composition C4H6O2 at a distorted geometry, from the Open Molecules 2025 dataset.

Computed properties:
Multiplicity   1
Energy above the lowest of the compared OMol25 structures with the same formula, charge and spin   235.2 kJ/mol

Element x y z (Å)
H1 -1.78 1.03 -0.93
C1 -1.43 -0.89 -0.11
C2 1.06 1.89 0.28
H2 -1.36 -1.51 0.78
H3 2.25 -0.63 0.93
H4 -1.23 -1.39 -1.05
O1 0.48 2.87 0.35
H5 2.47 -0.29 -0.90
C3 2.04 -0.94 -0.12
O2 1.39 -1.92 -0.38
C4 -1.72 0.40 -0.04
H6 -1.90 0.90 0.91



| no. | calculated total energy (a.u.) |
| --- | --- |
| 1 | -3059.31392 |
| 2 | -5318.71019 |
| 3 | -2051.12811 |
| 4 | -1641.72749 |
| 5 | -6049.55406 |
| 6 | -323.33458 |
| 7 | -1258.94187 |
| 8 | -306.41671 |